Record 1
The following is a quantum chemistry calculation of a single C5H8N2S molecule, from the OMol25 dataset.

Computed properties:
* ΔE to the lowest compared entry with this formula, charge and spin: 107.04 kcal per mole
* SMILES string: C/C=N/N1CCC1=S
* E_tot: -19125.77971 eV
* LUMO: 0.207 eV

Each line ends with the Mulliken charge.
Geometry (Å):
C: 2.931 0.763 -0.044  -0.766
C: 1.479 0.673 -0.031  0.181
N: 0.854 -0.460 -0.010  -0.815
N: -0.425 -0.266 -0.197  0.645
C: -1.264 -1.422 -0.171  -0.326
C: -2.442 -0.653 0.125  -0.713
C: -1.512 0.635 -0.006  0.239
S: -1.766 2.206 -0.078  -0.381
H: 3.175 -0.212 0.632  0.223
H: 3.523 0.890 -0.997  0.252
H: 3.136 1.670 0.658  0.249
H: 1.029 1.698 -0.032  0.157
H: -1.032 -1.858 0.833  0.234
H: -1.280 -2.388 -0.978  0.258
H: -3.145 -0.749 0.914  0.316
H: -3.261 -0.529 -0.617  0.249

Record 2
The following is a quantum chemistry calculation of 2 unconnected molecules or ions with the total composition C6H12, from the OMol25 dataset.

Computed properties:
* ΔE to the lowest compared entry with this formula, charge and spin: 48.01 kcal per mole
* SMILES string: C=CC.C=CC
* E_tot: -6414.85897 eV
* LUMO: 1.325 eV

Each line ends with the Mulliken charge.
Geometry (Å):
C: 5.567 2.555 0.092  -0.655
C: 5.318 2.599 -1.195  0.050
C: 4.559 1.555 -2.015  -0.896
H: 6.077 3.330 0.674  0.252
H: 5.231 1.657 0.623  0.200
H: 5.523 3.517 -1.762  0.262
H: 5.281 1.179 -2.760  0.241
H: 3.710 2.015 -2.549  0.251
H: 4.183 0.701 -1.427  0.296
C: -4.746 -3.039 0.158  -0.724
C: -5.278 -2.632 1.316  0.102
C: -5.164 -1.187 1.825  -0.937
H: -4.826 -4.097 -0.116  0.239
H: -4.189 -2.379 -0.517  0.238
H: -5.872 -3.329 1.923  0.282
H: -4.216 -0.798 1.416  0.276
H: -5.161 -1.042 2.918  0.294
H: -5.997 -0.606 1.395  0.229

Record 3
The following is a quantum chemistry calculation of a gas-phase ion, C4H10N2O (charge +2), from the OMol25 dataset.

Computed properties:
* 2S+1: 3
* ΔE to the lowest compared entry with this formula, charge and spin: 7.90 kcal per mole
* E_tot: -9312.25346 eV
* total charge: +2
* LUMO (alpha / beta): -8.513 / -15.291 eV

Each line ends with the Mulliken charge.
Geometry (Å):
C: 2.108 0.673 0.071  -0.250
C: -0.224 0.337 -0.204  0.826
C: 1.336 -1.494 -0.123  -0.932
C: -2.478 -0.383 0.115  -0.664
N: -0.487 1.609 -0.089  -0.243
N: 1.129 -0.096 -0.214  0.126
O: -1.047 -0.615 0.020  -0.232
H: 3.178 0.165 0.176  0.310
H: 2.015 1.713 0.094  0.256
H: 1.511 -2.106 -1.048  0.296
H: 0.478 -1.884 0.245  0.393
H: 2.200 -1.617 0.605  0.423
H: -2.882 -1.340 0.347  0.293
H: -2.976 0.128 -0.640  0.391
H: -2.453 0.390 0.915  0.392
H: 0.050 2.429 -0.352  0.298
H: -1.458 2.092 0.082  0.316

Record 4
The following is a quantum chemistry calculation of a single C3H3N3O2 molecule, from the OMol25 dataset.

Computed properties:
* ΔE to the lowest compared entry with this formula, charge and spin: 120.53 kcal per mole
* SMILES string: [H]/N=c1/[nH]cc(N=O)o1
* E_tot: -11720.73043 eV
* LUMO: -0.887 eV

Each line ends with the Mulliken charge.
Geometry (Å):
H: 2.996 0.238 0.905  0.260
N: 2.304 -0.269 1.344  -0.669
C: 1.088 -0.198 0.917  0.416
N: -0.014 -1.019 1.367  -0.116
C: -1.214 -0.767 0.670  -0.321
C: -0.868 0.174 -0.316  0.540
N: -1.409 0.494 -1.570  -0.157
O: -0.642 1.214 -2.192  -0.305
O: 0.461 0.403 -0.254  -0.298
H: 0.315 -1.418 2.228  0.259
H: -2.057 -1.441 0.817  0.392